The following is a quantum chemistry calculation of a cluster of 8 separate species, C20H57NO13 in total at a distorted geometry, from the OMol25 dataset.

Output
charge = 0
structure (SMILES) = COCCNCCOC.OCCO.OCCO.OCCO.OCCO.CCO.CCO.CCO
M = 519.67 g mol⁻¹
relative energy (zero: lowest compared OMol25 entry of this formula, charge and spin) = 16.28 kJ/mol

Each atom is followed by the atoms it is bonded to, with distances in Å.
Element x y z (Å)
1 O -5.24240 -1.20375 3.14070  C24 1.399, H53 0.953
2 O -4.68240 2.89125 1.70670  C29 1.410, H87 0.971
3 O -0.51940 -1.04875 1.62670  C17 1.407, H75 0.992
4 O 0.02960 2.35525 -2.01730  C28 1.423, C33 1.238
5 O 3.52060 -0.20975 -4.80730  C21 1.420, C26 1.418
6 O 0.94460 -3.17475 -0.77330  C20 1.403, H76 0.941
7 O 4.02360 -0.95475 0.55870  C23 1.394, H39 0.972
8 O -2.74940 0.06725 0.52770  C15 1.470, H81 0.936
9 O -0.71940 4.04625 4.56070  C30 1.408, H55 0.990
10 O 2.51660 2.13325 2.37270  C22 1.397, H57 0.931
11 O 4.25660 1.85525 0.20070  C27 1.427, H38 0.931
12 O -0.88240 -3.09775 -2.88430  C34 1.434, H36 0.955
13 O 0.47360 0.87725 3.55970  C32 1.429, H84 0.982
14 N 0.43860 -0.54475 -2.79430  C16 1.486, C25 1.445, H80 1.029
15 C -3.13840 1.15825 1.43270  O8 1.470, C29 1.409, H59 1.119, H61 1.077
16 C -0.82040 0.20925 -2.56230  N14 1.486, C33 1.504, H35 1.069, H50 1.098
17 C 0.51960 -1.63075 0.87670  O3 1.407, C20 1.386, H46 1.100, H89 1.064
18 C 4.64360 -1.31575 -1.64730  C23 1.420, H67 1.068, H74 1.107, H88 1.069
19 C -3.39140 -0.90575 4.51770  C24 1.442, H56 1.098, H62 1.112, H70 1.085
20 C 0.02660 -2.72875 0.18970  O6 1.403, C17 1.386, H60 1.088, H73 1.105
21 C 2.35960 -0.80475 -4.24530  O5 1.420, C25 1.533, H49 1.113, H79 1.042
22 C 2.05260 1.75925 1.10870  O10 1.397, C27 1.439, H45 1.129, H82 1.094
23 C 3.60660 -1.42975 -0.68430  O7 1.394, C18 1.420, H77 1.132, H78 1.106
24 C -4.80740 -0.68275 4.36370  O1 1.399, C19 1.442, H37 1.107, H83 1.139
25 C 1.47360 0.18925 -3.48630  N14 1.445, C21 1.533, H58 1.123, H68 1.128
26 C 4.39560 -1.06275 -5.52630  O5 1.418, H54 1.078, H63 1.121, H72 1.072
27 C 2.92460 2.36425 0.13670  O11 1.427, C22 1.439, H69 1.102, H90 1.052
28 C -0.23940 3.54425 -1.28330  O4 1.423, H41 1.126, H47 1.081, H66 1.137
29 C -4.37040 1.70125 1.01770  O2 1.410, C15 1.409, H52 1.097, H86 1.093
30 C 0.16260 2.95025 4.60870  O9 1.408, C32 1.424, H44 1.069, H71 1.061
31 C -2.42640 -4.66675 -1.89230  C34 1.471, H42 1.085, H48 1.119, H85 1.056
32 C -0.45040 1.93525 3.81970  O13 1.429, C30 1.424, H51 1.079, H64 1.071
33 C -0.68440 1.40725 -1.66330  O4 1.238, C16 1.504, H43 1.101, H91 1.062
34 C -2.25340 -3.36775 -2.56030  O12 1.434, C31 1.471, H40 1.022, H65 1.110
35 H -1.23940 0.45525 -3.51430  C16 1.069
36 H -0.70840 -2.22475 -3.23130  O12 0.955
37 H -5.08740 0.38625 4.42270  C24 1.107
38 H 4.74760 2.45825 -0.31130  O11 0.931
39 H 4.42560 -0.08475 0.39670  O7 0.972
40 H -2.63340 -2.63275 -1.96030  C34 1.022
41 H 0.56360 4.26825 -1.59830  C28 1.126
42 H -3.44740 -4.88675 -1.59730  C31 1.085
43 H -1.71740 1.74125 -1.48230  C33 1.101
44 H 1.13660 3.23825 4.27670  C30 1.069
45 H 0.96560 2.05125 1.01570  C22 1.129
46 H 1.45760 -1.87275 1.39770  C17 1.100
47 H -0.17040 3.35125 -0.22230  C28 1.081
48 H -2.03540 -5.49375 -2.53730  C31 1.119
49 H 1.76660 -1.31675 -5.03630  C21 1.113
50 H -1.60740 -0.39375 -2.09130  C16 1.098
51 H -1.39140 1.60025 4.22770  C32 1.079
52 H -4.41240 1.82525 -0.07130  C29 1.097
53 H -6.04640 -0.72675 2.95470  O1 0.953
54 H 3.76460 -1.69175 -6.13330  C26 1.078
55 H -0.33340 4.85325 4.98570  O9 0.990
56 H -2.94940 -0.30075 5.32070  C19 1.098
57 H 3.42860 1.96025 2.30070  O10 0.931
58 H 0.98160 0.93325 -4.16830  C25 1.123
59 H -2.35140 1.95225 1.38370  C15 1.119
60 H -0.88740 -2.49575 -0.35230  C20 1.088
61 H -3.33640 0.67725 2.37570  C15 1.077
62 H -3.34740 -1.95675 4.87970  C19 1.112
63 H 5.07260 -1.70575 -4.90530  C26 1.121
64 H -0.73840 2.30925 2.85870  C32 1.071
65 H -2.85940 -3.36575 -3.49030  C34 1.110
66 H -1.25540 4.01825 -1.47130  C28 1.137
67 H 4.48560 -0.36075 -2.09930  C18 1.068
68 H 2.01660 0.78525 -2.69730  C25 1.128
69 H 2.56860 2.17325 -0.88830  C27 1.102
70 H -2.75140 -0.80575 3.64770  C19 1.085
71 H 0.20060 2.60825 5.61270  C30 1.061
72 H 4.95560 -0.54075 -6.27630  C26 1.072
73 H -0.29840 -3.49475 0.91670  C20 1.105
74 H 5.66460 -1.35475 -1.22130  C18 1.107
75 H -0.09840 -0.56475 2.38370  O3 0.992
76 H 0.41860 -3.63475 -1.40330  O6 0.941
77 H 2.66860 -0.97175 -1.12230  C23 1.132
78 H 3.42260 -2.51575 -0.58830  C23 1.106
79 H 2.66860 -1.48275 -3.51730  C21 1.042
80 H 0.76760 -0.96375 -1.91430  N14 1.029
81 H -2.15740 -0.52075 0.95170  O8 0.936
82 H 2.03260 0.67425 0.96870  C22 1.094
83 H -5.35540 -1.09275 5.27370  C24 1.139
84 H 1.27860 1.28725 3.17370  O13 0.982
85 H -1.81340 -4.80875 -1.04430  C31 1.056
86 H -5.20040 1.02325 1.23070  C29 1.093
87 H -4.28340 3.60925 1.18870  O2 0.971
88 H 4.64260 -2.10475 -2.36930  C18 1.069
89 H 0.84060 -0.90275 0.17070  C17 1.064
90 H 2.95260 3.41125 0.23270  C27 1.052
91 H -0.37340 1.00325 -0.73130  C33 1.062